Entry 1:
Density functional theory data (the ωB97M-V functional and the def2-TZVPD basis) for 2 unconnected molecules or ions with the total composition C3H2F2O.

## Properties
Frontier orbital gap: 10.74 eV
HOMO level: -10.3358 eV
Charge: 0

Last column: natural (NBO) charge in e.
Positions of all 8 atoms, in Å:
O -0.813 -1.009 0.164  -0.52
C -1.218 0.055 0.312  1.13
F -2.416 0.461 0.117  -0.28
F -0.656 0.864 1.221  -0.32
C 1.506 0.267 -0.046  -0.24
C 1.232 -0.363 -1.026  -0.24
H 1.901 0.554 0.895  0.23
H 0.463 -0.830 -1.637  0.24

Entry 2:
Density functional theory data (the ωB97M-V functional and the def2-TZVPD basis) for 2 unconnected molecules or ions with the total composition C3H2F2O.

## Properties
Frontier orbital gap (spin up / spin down): 6.95 / 11.03 eV
Expectation value of S²: 2.01
HOMO level (spin up / spin down): -5.8160 / -13.1919 eV
Spin multiplicity: 3
Charge: 0

Last column: Mulliken spin population.
Positions of all 8 atoms, in Å:
C -2.431 0.271 0.811  0.00
C 0.763 0.600 -0.397  1.00
C 0.667 -0.537 0.275  0.81
O -2.086 -0.189 -0.158  0.02
F 1.396 1.700 0.110  0.06
F 0.033 -1.575 -0.309  0.07
H 0.586 0.609 -1.532  0.02
H 1.072 -0.879 1.201  0.02

Entry 3:
Density functional theory data (the ωB97M-V functional and the def2-TZVPD basis) for C3H2F2S in the gas phase.

## Properties
Frontier orbital gap: 8.04 eV
HOMO level: -9.1977 eV
Charge: 0

Last column: natural (NBO) charge in e.
Positions of all 8 atoms, in Å:
F -1.527 -1.229 -0.083  -0.32
C -1.203 0.106 0.040  0.21
C 0.058 0.581 -0.016  0.25
F 0.152 1.917 -0.041  -0.30
C 1.174 -0.445 0.124  -0.36
S 2.782 -0.264 -0.054  0.11
H -2.069 0.771 -0.041  0.19
H 0.632 -1.437 0.071  0.23

Entry 4:
Density functional theory data (the ωB97M-V functional and the def2-TZVPD basis) for 2 unconnected molecules or ions with the total composition C3H2F3N.

## Properties
Frontier orbital gap (spin up / spin down): 8.05 / 9.36 eV
HOMO level (spin up / spin down): -9.6718 / -9.8121 eV
Charge: 0

Last column: natural (NBO) charge in e.
Positions of all 9 atoms, in Å:
C 0.789 0.085 -0.474  0.18
C 1.737 0.568 0.503  -0.28
C -1.810 -0.538 -0.241  1.01
N 1.907 0.190 -1.055  -0.34
F -2.044 -1.296 -1.330  -0.32
F -2.122 -1.202 0.900  -0.32
F -2.348 0.659 -0.348  -0.30
H 1.825 1.640 0.851  0.20
H 2.066 -0.106 1.194  0.18

Entry 5:
Density functional theory data (the ωB97M-V functional and the def2-TZVPD basis) for 2 unconnected molecules or ions with the total composition C3H2F3N3.

## Properties
Frontier orbital gap (spin up / spin down): 6.64 / 6.71 eV
HOMO level (spin up / spin down): -9.1699 / -9.2285 eV
Charge: 0

Last column: natural (NBO) charge in e.
Positions of all 11 atoms, in Å:
C -0.501 -1.531 0.941  -0.10
C -0.850 -0.339 0.486  -0.01
C 0.269 1.133 -1.193  1.21
N 0.647 -1.862 0.335  -0.13
N 1.034 -0.993 -0.497  0.03
N 0.166 0.122 -0.393  -0.29
F -0.808 1.903 -1.325  -0.23
F 1.269 1.327 -2.023  -0.20
F 1.335 2.123 0.994  -0.82
H -0.908 -2.212 1.698  0.26
H -1.653 0.331 0.976  0.28

Entry 6:
Density functional theory data (the ωB97M-V functional and the def2-TZVPD basis) for 2 unconnected molecules or ions with the total composition C3H2F3NO2.

## Properties
Frontier orbital gap (spin up / spin down): 8.89 / 8.89 eV
HOMO level (spin up / spin down): -10.1652 / -10.1659 eV
Charge: 0

Last column: natural (NBO) charge in e.
Positions of all 11 atoms, in Å:
O -2.163 1.453 -0.640  -0.17
N -2.415 0.749 0.305  0.08
C -1.477 0.045 1.156  0.89
O -0.965 0.548 2.074  -0.50
F -1.538 -1.281 0.933  -0.31
C 1.941 -0.020 -0.156  -0.56
C 1.066 -0.594 -0.945  0.74
F 1.339 -0.830 -2.163  -0.29
F -0.296 -0.442 -0.910  -0.35
H 2.981 -0.183 -0.254  0.23
H 1.525 0.555 0.601  0.22

Entry 7:
Density functional theory data (the ωB97M-V functional and the def2-TZVPD basis) for C3H2F3NO2 in the gas phase.

## Properties
Frontier orbital gap (spin up / spin down): 9.14 / 8.06 eV
HOMO level (spin up / spin down): -9.5497 / -9.2508 eV
Charge: 0

Last column: natural (NBO) charge in e.
Positions of all 11 atoms, in Å:
C -0.760 0.833 -0.401  0.01
C 0.370 0.247 -0.306  -0.05
C 1.754 0.277 0.065  0.90
N -1.901 -1.124 0.126  0.16
O -2.033 0.031 -0.502  -0.34
O -0.836 -1.739 -0.100  -0.32
F 2.229 -0.971 0.453  -0.33
F 2.616 0.603 -0.938  -0.32
F 2.068 1.138 1.048  -0.31
H -1.045 1.945 -0.482  0.25
H -2.462 -1.240 1.036  0.35

Entry 8:
Density functional theory data (the ωB97M-V functional and the def2-TZVPD basis) for 2 unconnected molecules or ions with the total composition C3H2FI2O2.

## Properties
Frontier orbital gap (spin up / spin down): 7.04 / 6.83 eV
HOMO level (spin up / spin down): -4.2763 / -4.0892 eV
Charge: -1

Last column: natural (NBO) charge in e.
Positions of all 10 atoms, in Å:
C -0.768 -1.226 0.941  0.73
C 1.233 1.087 -0.228  -0.66
C -0.786 -0.313 -0.463  0.22
O -1.712 -0.903 1.641  -0.70
O 0.150 -2.005 0.888  -0.69
F -0.772 -0.945 -1.617  -0.37
I 2.970 0.055 -0.648  0.10
I -2.300 1.197 -0.704  -0.01
H 0.909 1.101 0.894  0.22
H 1.074 1.953 -0.704  0.16

Entry 9:
Density functional theory data (the ωB97M-V functional and the def2-TZVPD basis) for C3H2FN in the gas phase.

## Properties
Frontier orbital gap: 9.50 eV
HOMO level: -10.0263 eV
Charge: 0

Last column: natural (NBO) charge in e.
Positions of all 7 atoms, in Å:
C 0.131 -0.082 -0.175  -0.42
C 0.617 -0.222 -1.608  0.33
F 0.856 -1.343 -2.220  -0.28
C 0.892 0.953 -2.398  0.17
N 1.174 1.789 -3.162  -0.25
H -0.360 -0.854 0.449  0.23
H -0.196 0.915 0.025  0.21

Entry 10:
Density functional theory data (the ωB97M-V functional and the def2-TZVPD basis) for C3H2FN in the gas phase.

## Properties
Frontier orbital gap: 9.94 eV
HOMO level: -9.3098 eV
Charge: 0

Last column: natural (NBO) charge in e.
Positions of all 7 atoms, in Å:
H 1.213 1.877 -0.100  0.34
N 1.641 0.930 0.109  -0.71
C 0.502 0.159 0.021  0.22
C -0.137 -1.157 0.018  -0.22
C -0.900 -0.061 0.057  0.39
F -2.082 0.542 0.048  -0.27
H -0.237 -2.291 -0.153  0.25

Entry 11:
Density functional theory data (the ωB97M-V functional and the def2-TZVPD basis) for a gas-phase ion, C3H2FN2O (charge +1).

## Properties
Frontier orbital gap (spin up / spin down): 7.54 / 7.55 eV
HOMO level (spin up / spin down): -13.6617 / -13.6668 eV
Charge: +1

Last column: natural (NBO) charge in e.
Positions of all 9 atoms, in Å:
C 0.394 0.164 -0.297  0.11
C -0.309 2.181 0.976  0.65
C 0.254 -2.014 -0.033  1.00
N -0.048 1.287 0.123  -0.38
N -0.420 -1.041 -0.527  -0.60
O 0.774 -2.884 0.482  -0.24
F -0.774 3.390 0.796  -0.24
H 1.374 -0.003 -0.451  0.21
H -1.245 -1.079 -1.068  0.49

Entry 12:
Density functional theory data (the ωB97M-V functional and the def2-TZVPD basis) for C3H2FNO in the gas phase.

## Properties
Frontier orbital gap: 10.80 eV
HOMO level: -10.9786 eV
Charge: 0

Last column: natural (NBO) charge in e.
Positions of all 8 atoms, in Å:
N -1.785 -1.146 -0.252  -0.23
C -1.048 -0.355 0.142  0.22
C -0.021 0.526 0.468  0.04
F -0.264 1.708 -0.180  -0.32
C 1.280 0.015 -0.210  0.38
O 1.434 -1.203 0.066  -0.49
H 0.141 0.559 1.438  0.21
H 1.988 0.596 -0.986  0.19

Entry 13:
Density functional theory data (the ωB97M-V functional and the def2-TZVPD basis) for C3H2FNO2 in the gas phase.

## Properties
Frontier orbital gap: 9.78 eV
HOMO level: -8.9718 eV
Charge: 0

Last column: natural (NBO) charge in e.
Positions of all 9 atoms, in Å:
O -0.041 -2.092 0.012  -0.66
C -0.037 -0.722 0.224  0.27
N -0.296 -0.172 1.471  -0.46
C -0.190 1.093 1.257  0.33
O 0.024 1.468 -0.042  -0.41
C 0.145 0.279 -0.669  0.52
F 0.365 0.324 -1.970  -0.28
H -0.216 -2.520 0.870  0.50
H -0.366 1.898 1.926  0.19

Entry 14:
Density functional theory data (the ωB97M-V functional and the def2-TZVPD basis) for C3H2FNOS in the gas phase.

## Properties
Frontier orbital gap: 9.17 eV
HOMO level: -8.8020 eV
Charge: 0

Last column: natural (NBO) charge in e.
Positions of all 9 atoms, in Å:
F 0.289 2.175 -0.036  -0.30
C 0.358 0.827 -0.148  0.47
N 1.537 0.239 -0.037  -0.49
C 1.372 -1.058 0.097  0.33
O 0.041 -1.321 -0.098  -0.43
C -0.688 -0.067 -0.252  -0.03
S -2.411 -0.107 -0.032  0.05
H 2.122 -1.929 0.021  0.23
H -2.621 1.242 0.485  0.18

Entry 15:
Density functional theory data (the ωB97M-V functional and the def2-TZVPD basis) for C3H2FNOS in the gas phase.

## Properties
Frontier orbital gap: 10.34 eV
HOMO level: -10.8915 eV
Charge: 0

Last column: natural (NBO) charge in e.
Positions of all 9 atoms, in Å:
C 0.887 -0.389 -0.254  0.00
C 0.250 0.761 -0.304  -0.49
C 0.696 -2.591 0.869  0.37
N 0.600 -1.449 0.572  -0.57
O -1.927 2.035 -0.312  -0.87
F -1.854 -0.320 0.462  -0.52
S -1.216 1.240 0.641  1.59
H 1.832 -0.795 -0.735  0.25
H 0.732 1.508 -0.940  0.25

Entry 16:
Density functional theory data (the ωB97M-V functional and the def2-TZVPD basis) for C3H2FNOS in the gas phase.

## Properties
Frontier orbital gap: 9.02 eV
HOMO level: -8.4573 eV
Charge: 0

Last column: natural (NBO) charge in e.
Positions of all 9 atoms, in Å:
F -1.827 -1.704 -0.450  -0.29
C -0.875 -0.771 -0.170  0.63
C 0.279 -0.971 0.389  -0.20
N 0.847 0.292 0.302  -0.55
C 0.051 1.187 -0.359  0.33
S 0.236 2.797 -0.642  -0.17
O -1.074 0.460 -0.653  -0.42
H 0.601 -1.802 0.987  0.25
H 1.760 0.512 0.595  0.43

Entry 17:
Density functional theory data (the ωB97M-V functional and the def2-TZVPD basis) for C3H2FNOS2 in the gas phase.

## Properties
Frontier orbital gap: 8.59 eV
HOMO level: -8.6008 eV
Charge: 0

Last column: natural (NBO) charge in e.
Positions of all 10 atoms, in Å:
F 1.007 -1.624 -1.333  -0.29
C 0.310 -0.614 -0.814  0.62
O -0.141 -1.240 0.352  -0.45
C -0.675 -0.053 1.028  0.32
S -1.731 -0.246 2.450  0.04
N -0.704 0.950 0.223  -0.47
C 0.029 0.754 -0.940  -0.17
S 0.861 2.134 -1.704  0.08
H -0.827 -1.520 2.945  0.19
H 1.869 1.460 -2.208  0.13

Entry 18:
Density functional theory data (the ωB97M-V functional and the def2-TZVPD basis) for a gas-phase ion, C3H2FO3 (charge -1).

## Properties
Frontier orbital gap: 9.01 eV
HOMO level: -4.7256 eV
Charge: -1

Last column: natural (NBO) charge in e.
Positions of all 9 atoms, in Å:
O 2.672 -1.323 0.667  -0.73
C 2.712 -0.310 -0.009  0.72
O 3.360 -0.049 -1.003  -0.74
C 1.525 0.699 0.297  0.44
F 1.426 2.032 0.076  -0.34
C 0.251 -0.041 0.260  -0.16
O 0.644 0.402 1.583  -0.55
H -0.648 0.562 0.030  0.17
H 0.362 -1.110 -0.012  0.20

Entry 19:
Density functional theory data (the ωB97M-V functional and the def2-TZVPD basis) for a gas-phase ion, C3H2FO3 (charge -1).

## Properties
Frontier orbital gap: 8.73 eV
HOMO level: -4.5253 eV
Charge: -1

Last column: natural (NBO) charge in e.
Positions of all 9 atoms, in Å:
O 1.412 1.080 1.143  -0.72
C 1.229 0.651 0.030  0.85
O 1.679 0.850 -1.073  -0.72
C 0.051 -0.650 0.019  -0.72
C -1.227 -0.060 -0.180  0.85
O -1.853 0.219 -1.164  -0.60
F -1.830 0.295 1.049  -0.40
H 0.175 -1.115 0.990  0.23
H 0.364 -1.269 -0.813  0.23

Entry 20:
Density functional theory data (the ωB97M-V functional and the def2-TZVPD basis) for a molecular structure, C3H2FeLiO3.

## Properties
Frontier orbital gap (spin up / spin down): 4.76 / 5.54 eV
Expectation value of S²: 8.79
HOMO level (spin up / spin down): -5.6160 / -6.5947 eV
Spin multiplicity: 6
Charge: 0

Last column: Mulliken spin population.
Positions of all 10 atoms, in Å:
O -1.613 -0.165 1.702  0.14
C -1.197 0.917 1.532  0.26
O -0.026 0.733 -1.849  0.19
C 0.532 -0.340 -2.090  0.22
C 1.572 -0.921 -1.104  0.31
O 1.843 -0.328 -0.058  0.12
Fe 0.491 1.022 -0.033  3.55
H 0.379 -0.946 -2.983  0.01
H 2.066 -1.824 -1.463  0.04
Li 0.734 1.603 2.352  0.16

| no. | strongest force on any atom (eV Å⁻¹) |
| --- | --- |
| 1 | 4.32 |
| 2 | 11.38 |
| 3 | 2.28 |
| 4 | 3.25 |
| 5 | 5.07 |
| 6 | 3.54 |
| 7 | 3.19 |
| 8 | 6.66 |
| 9 | 7.61 |
| 10 | 5.67 |
| 11 | 3.42 |
| 12 | 6.30 |
| 13 | 1.31 |
| 14 | 3.68 |
| 15 | 2.62 |
| 16 | 4.29 |
| 17 | 4.79 |
| 18 | 3.79 |
| 19 | 1.76 |
| 20 | 5.36 |